Formula: C51H113N5O8
Source: OMol25
Level of theory: wB97M-V/def2-TZVPD

Values from the calculation:
- HOMO energy: -8.0 eV
- Energy relative to the best compared isomer or geometry (same formula, charge and spin): 46.12 kcal per mole
- Kohn-Sham gap: 8.5 eV
- Strongest force on any atom: 3.34 eV Å⁻¹
- SMILES string: CC1(C)CCCC(C)(C)N1O.CC1(C)CCCC(C)(C)N1O.CC1(C)CCCC(C)(C)N1O.CC1(C)CCCC(C)(C)N1O.CC1(C)CCCC(C)(C)N1O.CCO.CCO.CCO
- 2S+1: 1
- Energy: -78541.3571 eV

```
177
Properties=species:S:1:pos:R:3:lowdin_charge:R:1
C -11.493 -0.975 2.350 -0.038
C -10.909 -2.250 3.000 -0.494
C -12.067 -3.024 3.622 -0.024
C -10.222 -3.002 1.864 -0.114
C -9.326 -4.127 2.414 -0.175
C -8.310 -3.580 3.386 -0.132
C -8.914 -2.708 4.508 -0.494
C -9.574 -3.592 5.575 -0.011
C -7.716 -1.925 5.078 -0.024
N -9.858 -1.776 3.918 -0.104
O -10.390 -0.877 4.876 -0.007
H -12.198 -0.436 2.985 0.085
H -10.728 -0.363 1.881 0.069
H -12.186 -1.335 1.580 0.078
H -12.956 -2.983 2.988 0.072
H -11.779 -4.046 3.890 0.069
H -12.496 -2.756 4.596 0.088
H -10.956 -3.519 1.240 0.117
H -9.689 -2.270 1.257 0.108
H -9.974 -4.915 2.812 0.090
H -8.836 -4.673 1.603 0.091
H -7.513 -3.036 2.872 0.104
H -7.769 -4.443 3.797 0.112
H -8.969 -3.800 6.463 0.083
H -9.863 -4.555 5.154 0.045
H -10.469 -3.162 6.033 0.082
H -8.164 -1.176 5.742 0.083
H -7.309 -1.401 4.212 0.077
H -6.958 -2.414 5.681 0.057
H -10.166 -0.060 4.414 0.063
C -10.188 -6.867 0.311 -0.037
C -9.418 -7.856 1.144 -0.489
C -9.636 -9.298 0.629 -0.021
C -7.925 -7.553 1.042 -0.139
C -7.017 -8.122 2.127 -0.172
C -7.565 -7.925 3.543 -0.130
C -9.089 -8.254 3.727 -0.507
C -9.144 -9.776 3.880 -0.038
C -9.481 -7.580 5.026 -0.033
N -9.807 -7.760 2.563 -0.099
O -11.208 -7.909 2.738 -0.011
H -10.866 -7.321 -0.412 0.075
H -10.761 -6.079 0.811 0.068
H -9.568 -6.177 -0.275 0.085
H -8.819 -9.991 0.839 0.074
H -10.484 -9.749 1.149 0.082
H -9.822 -9.285 -0.444 0.081
H -7.557 -8.048 0.139 0.126
H -7.680 -6.487 1.050 0.106
H -6.994 -9.213 2.033 0.101
H -6.043 -7.677 1.940 0.089
H -7.347 -6.931 3.951 0.101
H -6.959 -8.592 4.163 0.116
H -8.468 -10.353 3.245 0.073
H -10.159 -10.112 3.642 0.083
H -8.887 -10.143 4.877 0.086
H -9.587 -6.498 4.925 0.057
H -8.805 -7.695 5.874 0.096
H -10.422 -8.039 5.353 0.091
H -11.430 -7.223 3.379 0.090
C -13.976 -5.965 -0.828 -0.043
C -15.302 -5.716 -0.110 -0.519
C -15.029 -5.330 1.332 -0.032
C -15.847 -4.429 -0.822 -0.121
C -17.360 -4.228 -0.686 -0.192
C -18.139 -5.500 -0.980 -0.143
C -17.686 -6.714 -0.130 -0.515
C -18.189 -6.564 1.300 -0.025
C -18.253 -7.941 -0.837 -0.051
N -16.222 -6.825 -0.307 -0.098
O -15.741 -7.976 0.363 -0.016
H -14.164 -6.228 -1.868 0.090
H -13.242 -5.222 -0.512 0.085
H -13.443 -6.853 -0.449 0.071
H -15.975 -5.149 1.851 0.075
H -14.512 -6.099 1.912 0.085
H -14.422 -4.428 1.431 0.068
H -15.387 -3.580 -0.320 0.106
H -15.569 -4.481 -1.874 0.112
H -17.635 -3.804 0.287 0.103
H -17.689 -3.453 -1.385 0.110
H -17.955 -5.627 -2.053 0.122
H -19.213 -5.360 -0.849 0.122
H -18.199 -5.532 1.647 0.071
H -17.649 -7.182 2.016 0.088
H -19.234 -6.884 1.264 0.086
H -18.205 -8.750 -0.095 0.084
H -17.828 -8.112 -1.820 0.087
H -19.342 -7.957 -0.982 0.084
H -15.239 -8.466 -0.298 0.104
C -5.237 1.692 -1.526 -0.039
C -5.207 0.154 -1.602 -0.498
C -3.937 -0.425 -0.946 -0.021
C -6.448 -0.274 -0.741 -0.117
C -7.023 -1.667 -1.043 -0.162
C -7.040 -2.010 -2.519 -0.141
C -5.797 -1.647 -3.340 -0.502
C -4.685 -2.712 -3.145 -0.024
C -6.151 -1.605 -4.822 -0.048
N -5.382 -0.278 -2.993 -0.107
O -4.297 0.178 -3.769 -0.027
H -4.551 2.176 -2.228 0.075
H -4.834 2.016 -0.561 0.083
H -6.215 2.154 -1.649 0.077
H -3.096 -0.203 -1.603 0.085
H -4.123 -1.497 -1.014 0.062
H -3.836 -0.081 0.079 0.078
H -5.963 -0.307 0.237 0.102
H -7.202 0.508 -0.725 0.103
H -8.000 -1.738 -0.566 0.098
H -6.405 -2.438 -0.568 0.100
H -7.873 -1.525 -3.043 0.115
H -7.276 -3.067 -2.671 0.124
H -4.824 -3.369 -2.287 0.076
H -4.539 -3.339 -4.027 0.077
H -3.720 -2.206 -3.074 0.075
H -7.030 -1.000 -5.057 0.083
H -5.346 -1.208 -5.438 0.080
H -6.382 -2.616 -5.167 0.086
H -4.627 0.964 -4.215 0.106
C -1.428 -6.679 3.868 -0.037
C -2.640 -5.762 3.702 -0.517
C -3.769 -6.525 3.022 -0.032
C -3.073 -5.320 5.088 -0.157
C -4.156 -4.233 5.194 -0.144
C -3.506 -3.028 4.489 -0.150
C -3.055 -3.319 3.048 -0.500
C -4.320 -3.346 2.157 -0.025
C -2.219 -2.083 2.629 -0.034
N -2.203 -4.513 3.057 -0.094
O -1.574 -4.716 1.794 -0.013
H -1.641 -7.529 4.521 0.089
H -0.659 -6.176 4.467 0.087
H -0.956 -6.990 2.940 0.081
H -3.356 -7.100 2.180 0.090
H -4.636 -5.948 2.716 0.058
H -4.074 -7.423 3.572 0.090
H -3.207 -6.123 5.824 0.124
H -2.187 -4.896 5.586 0.117
H -4.415 -3.911 6.199 0.097
H -5.022 -4.588 4.632 0.092
H -2.611 -2.775 5.066 0.116
H -4.133 -2.135 4.551 0.117
H -4.616 -2.296 2.161 0.073
H -4.152 -3.708 1.143 0.085
H -5.153 -3.922 2.566 0.049
H -2.768 -1.152 2.720 0.081
H -1.385 -2.067 3.343 0.084
H -1.687 -2.265 1.696 0.077
H -0.658 -4.516 2.015 0.104
C -15.163 0.151 1.390 -0.097
C -15.658 1.046 2.503 -0.306
O -17.079 0.837 2.636 -0.091
H -15.427 -0.903 1.430 0.070
H -14.133 0.365 1.095 0.063
H -15.652 0.461 0.455 0.076
H -15.477 2.101 2.285 0.107
H -15.216 0.812 3.474 0.107
H -17.275 0.875 3.575 0.072
C -7.914 2.718 2.923 -0.075
C -9.041 1.713 2.710 -0.303
O -10.174 2.081 3.516 -0.095
H -7.706 2.922 3.971 0.078
H -8.070 3.615 2.327 0.072
H -6.962 2.292 2.582 0.067
H -8.761 0.722 3.081 0.089
H -9.394 1.555 1.690 0.108
H -10.856 2.560 3.043 0.084
C -5.837 -2.583 8.574 -0.089
C -6.585 -2.291 9.875 -0.326
O -7.295 -3.448 10.260 -0.072
H -5.388 -3.579 8.671 0.072
H -4.942 -1.995 8.367 0.075
H -6.562 -2.640 7.767 0.044
H -7.282 -1.471 9.670 0.109
H -5.916 -1.938 10.665 0.106
H -8.200 -3.246 10.497 0.080
```